# C17H19CdNO2

C17H19CdNO2 as an isolated structure (ωB97M-V/def2-TZVPD, OMol25).

Computed properties:
Gap between HOMO and LUMO ... 1.67 eV

```
! RIJCOSX wB97M-V def2-TZVPD def2/J DEFGRID3
* xyz 2 1
C -3.095 2.940 -4.908
C -2.361 1.790 -4.083
C -0.985 1.162 -4.529
C -0.239 0.046 -3.703
C -0.917 -0.434 -2.400
C -2.288 0.189 -1.973
C -2.942 -0.323 -0.581
N -1.820 -0.518 0.398
C -1.548 0.682 1.178
O -1.521 1.807 0.598
O -1.288 0.706 2.593
C -0.057 0.031 2.923
C 1.269 0.736 2.298
C 2.428 -0.401 2.354
C 2.745 -0.946 3.813
C 3.815 -2.079 3.978
C 4.529 -2.642 2.715
C 4.227 -2.066 1.283
C 3.165 -0.941 1.094
C -3.049 1.295 -2.776
H -3.304 2.579 -5.970
H -4.049 3.249 -4.354
H -2.399 3.856 -4.958
H -0.446 1.517 -5.470
H 0.757 -0.407 -4.029
H -0.423 -1.218 -1.731
H -3.576 -1.278 -0.735
H -3.674 0.462 -0.148
H -1.946 -1.358 0.980
H -0.022 -1.074 2.566
H 0.086 0.075 4.072
H 1.148 1.058 1.210
H 1.585 1.671 2.888
H 2.197 -0.510 4.729
H 4.029 -2.500 5.021
H 5.289 -3.497 2.867
H 4.743 -2.460 0.338
H 2.881 -0.473 0.080
H -4.050 1.743 -2.424
Cd 1.105 -2.470 4.797
*
```

=====

# C17H19Cl2N3

A 4-piece molecular cluster, C17H19Cl2N3 overall (ωB97M-V/def2-TZVPD, OMol25).

Computed properties:
Gap between HOMO and LUMO ... 10.02 eV
ΔE to the lowest compared entry with this formula, charge and spin ... 36.9 kcal per mole
SMILES string ... c1ccncc1.c1ccncc1.c1ccncc1.ClCCCl

```
! RIJCOSX wB97M-V def2-TZVPD def2/J DEFGRID3
* xyz 0 1
C -6.997 -1.855 0.154
C -7.867 -1.350 1.169
C -8.969 -0.664 0.799
N -9.324 -0.402 -0.512
C -8.421 -0.803 -1.462
C -7.319 -1.575 -1.210
H -6.104 -2.398 0.427
H -7.692 -1.700 2.176
H -9.599 -0.150 1.510
H -8.730 -0.400 -2.415
H -6.736 -1.942 -2.042
C 5.267 -1.166 -0.582
C 5.328 -2.016 0.493
C 6.524 -2.460 0.974
N 7.736 -2.038 0.523
C 7.724 -1.149 -0.493
C 6.496 -0.686 -1.019
H 4.325 -0.804 -0.967
H 4.365 -2.388 0.809
H 6.601 -3.235 1.722
H 8.678 -0.673 -0.665
H 6.427 -0.039 -1.881
C 1.396 3.771 1.384
C 1.575 5.109 1.021
C 2.876 5.573 0.863
N 3.985 4.753 0.818
C 3.732 3.426 1.040
C 2.500 2.867 1.413
H 0.394 3.393 1.521
H 0.759 5.807 0.910
H 3.039 6.537 0.406
H 4.591 2.773 1.071
H 2.364 1.831 1.686
Cl -0.276 -2.643 0.502
C -0.405 -2.437 -1.182
C -1.745 -1.609 -1.472
Cl -1.979 -0.073 -0.633
H -0.629 -3.482 -1.398
H 0.520 -2.157 -1.687
H -2.619 -2.221 -1.248
H -1.792 -1.324 -2.523
*
```

=====

Number 1: largest force on an atom 5.3 eV/A, energy -28057.561 eV, lowest unoccupied orbital energy -0.40868 hartree. Number 2: largest force on an atom 3.3 eV/A, energy -47450.061 eV, lowest unoccupied orbital energy 0.01167 hartree.